Record 1
{
  "formula": "C4H11NO2",
  "method": "wB97M-V/def2-TZVPD",
  "elements": ["C", "N", "C", "C", "C", "O", "H", "H", "H", "H", "H", "H", "H", "H", "H", "H", "H", "O"],
  "coordinates": [[1.7527, -0.3444, -0.6190], [0.3982, -0.1943, -0.6007], [-0.1438, 1.1312, -0.5874], [-1.5902, 1.1833, -1.0362], [-2.4079, 0.2405, -0.1426], [2.4290, 0.3841, 0.1550], [2.1155, -1.3056, -1.0322], [-0.1897, -0.9487, -0.9146], [0.6287, 1.8572, -0.9859], [-0.1373, 1.4959, 0.4893], [-1.4789, 0.7032, -2.1020], [-1.7651, 2.3027, -0.9533], [-3.3937, 0.7192, 0.3255], [-2.8648, -0.6385, -0.6516], [-2.0359, -0.0625, 0.8103], [0.6888, -2.6150, 2.1131], [0.4955, -1.1065, 1.9708], [0.0066, -1.9222, 2.2759]],
  "lumo_energy_ev": 0.74,
  "smiles": "CCCNC=O.O",
  "e_above_lowest_kj_mol": 195.9,
  "charge": 0
}

***

Record 2
{
  "formula": "C4H11NO2",
  "method": "wB97M-V/def2-TZVPD",
  "elements": ["C", "O", "C", "C", "C", "O", "N", "H", "H", "H", "H", "H", "H", "H", "H", "H", "H", "H"],
  "coordinates": [[0.1300, -0.8312, 1.2023], [0.1307, -2.2317, 1.2955], [0.3344, -0.4527, -0.2720], [-0.1617, 0.8278, -0.7250], [-1.7202, 0.8908, -0.8036], [0.1389, 1.9456, 0.2319], [1.7563, -0.6297, -0.7274], [-0.7590, -0.2655, 1.8061], [0.9779, -0.2608, 1.7542], [0.7472, -2.5133, 1.9237], [-0.2507, -1.2046, -1.0480], [0.3500, 1.1240, -1.5495], [-2.0000, 2.0635, -0.8353], [-2.4586, 0.1950, -1.3117], [-2.3140, 0.6676, 0.1426], [0.8456, 2.3901, -0.1642], [1.9016, -1.5485, -0.9112], [2.3516, -0.1663, -0.0085]],
  "lumo_energy_ev": 0.80,
  "smiles": "C[C@@H](O)[C@@H](N)CO",
  "e_above_lowest_kj_mol": 332.1,
  "charge": 0
}

***

Record-wise HOMO level values, in eV: -9.657 -9.481